{
  "formula": "C22H22FN3O5S",
  "method": "wB97M-V/def2-TZVPD",
  "elements": ["C", "H", "H", "H", "O", "C", "C", "C", "C", "C", "C", "H", "H", "C", "H", "H", "H", "H", "S", "O", "O", "N", "C", "H", "C", "N", "C", "O", "C", "C", "C", "C", "C", "C", "C", "C", "H", "H", "F", "H", "H", "O", "C", "N", "H", "C", "H", "C", "H", "H", "H", "H", "H", "H"],
  "xyz": [[-3.642, -0.641, 2.800], [-4.579, -0.085, 2.706], [-3.842, -1.611, 3.251], [-2.945, -0.083, 3.434], [-3.079, -0.925, 1.538], [-2.820, 0.096, 0.693], [-2.402, -0.234, -0.597], [-2.061, 0.741, -1.510], [-2.138, 2.090, -1.182], [-2.588, 2.420, 0.089], [-2.921, 1.449, 1.017], [-3.261, 1.753, 1.994], [-2.675, 3.459, 0.369], [-1.774, 3.144, -2.181], [-2.577, 3.262, -2.908], [-1.613, 4.100, -1.692], [-0.873, 2.863, -2.723], [-1.759, 0.421, -2.495], [-2.281, -1.942, -1.139], [-2.227, -1.938, -2.572], [-3.255, -2.767, -0.499], [-0.771, -2.454, -0.625], [0.346, -1.877, -1.333], [0.525, -0.833, -1.018], [1.591, -2.718, -1.032], [1.794, -2.739, 0.397], [2.571, -1.849, 1.054], [2.529, -1.688, 2.260], [3.510, -1.066, 0.198], [3.465, 0.268, -0.143], [2.501, 1.325, 0.092], [1.540, 1.218, 1.099], [0.625, 2.232, 1.300], [0.679, 3.354, 0.491], [1.621, 3.488, -0.513], [2.531, 2.470, -0.708], [3.277, 2.555, -1.483], [1.636, 4.379, -1.120], [-0.204, 4.353, 0.694], [-0.117, 2.170, 2.079], [1.535, 0.356, 1.747], [4.558, 0.514, -0.916], [5.204, -0.650, -0.994], [4.628, -1.619, -0.365], [6.118, -0.709, -1.549], [0.681, -3.343, 1.103], [0.560, -4.371, 0.757], [-0.581, -2.529, 0.804], [-0.462, -1.523, 1.239], [-1.473, -2.996, 1.220], [0.904, -3.328, 2.171], [1.424, -3.744, -1.369], [2.468, -2.317, -1.537], [0.096, -1.898, -2.393]],
  "forces_ev_per_a": [[-0.03, 0.04, 0.19], [0.04, -0.01, -0.02], [-0.01, 0.08, 0.02], [-0.04, -0.01, -0.03], [0.00, 0.14, -0.12], [0.01, 0.16, 0.19], [-0.05, -0.86, -0.08], [0.00, 0.22, -0.02], [-0.01, -0.04, 0.13], [0.02, -0.14, -0.22], [-0.11, -0.29, 0.19], [-0.03, -0.02, 0.11], [0.02, 0.11, 0.03], [-0.09, -0.04, -0.06], [-0.01, 0.08, -0.10], [0.05, 0.10, -0.01], [0.08, 0.06, -0.06], [0.05, 0.04, -0.16], [0.27, -0.35, -0.14], [0.18, 0.32, 0.03], [0.08, 0.21, 0.27], [-0.99, 0.10, -0.39], [0.47, 0.07, -0.51], [0.03, -0.08, -0.04], [-0.22, 0.31, -0.37], [0.03, -0.24, 0.08], [0.12, -0.07, -0.12], [-0.02, 0.15, 0.25], [-0.01, 1.42, -0.16], [-0.33, -1.28, 0.52], [0.01, 0.40, -0.15], [0.16, 0.04, -0.14], [-0.09, 0.25, -0.09], [0.17, -0.17, -0.04], [-0.22, 0.12, 0.13], [-0.01, -0.20, 0.12], [0.04, 0.03, -0.07], [-0.02, 0.10, -0.05], [0.02, -0.01, 0.00], [-0.09, 0.00, 0.08], [-0.01, -0.09, 0.12], [-0.10, 0.50, -0.03], [-0.08, -0.82, 0.22], [0.60, -0.30, -0.28], [0.16, 0.19, -0.14], [-0.27, 0.09, 0.27], [-0.01, 0.01, 0.03], [0.01, -0.25, 0.58], [0.00, -0.06, 0.03], [0.13, 0.02, 0.18], [-0.08, -0.05, -0.14], [0.06, 0.05, -0.03], [-0.11, -0.06, 0.00], [0.21, 0.06, 0.01]],
  "total_energy_ev": -51431.2927,
  "smiles": "COc1ccc(C)cc1S(=O)(=O)N1CCN(C(=O)c2ncoc2-c2ccc(F)cc2)CC1",
  "e_homo_ev": -8.639,
  "homo_lumo_gap_ev": 9.009,
  "de_lowest_kcal_mol": 7.17
}